{
  "formula": "C22H44Cl4F12N3O10",
  "method": "ωB97M-V/def2-TZVPD",
  "multiplicity": 1,
  "orbital_gap_ev": 3.65,
  "e_tot_ev": -131156.707,
  "relative_energy_kj_mol": 708.2,
  "charge": 1,
  "symbols": ["N", "H", "H", "H", "H", "N", "H", "H", "H", "H", "N", "H", "H", "H", "H", "O", "C", "C", "O", "H", "H", "H", "H", "C", "C", "O", "C", "O", "C", "F", "F", "F", "H", "H", "H", "H", "H", "C", "C", "O", "C", "O", "C", "F", "F", "F", "H", "H", "H", "H", "H", "C", "C", "O", "C", "O", "C", "F", "F", "F", "H", "H", "H", "H", "H", "C", "C", "O", "C", "O", "C", "F", "F", "F", "H", "H", "H", "H", "H", "Cl", "C", "C", "Cl", "H", "H", "H", "H", "Cl", "C", "C", "Cl", "H", "H", "H", "H"],
  "xyz": [[-1.48983, -2.36742, 5.10617], [-1.40955, -2.05531, 6.06338], [-0.97945, -3.23518, 5.02487], [-0.98338, -1.66511, 4.58620], [-2.45332, -2.43191, 4.81016], [4.44285, -1.94395, 3.24231], [4.37239, -2.18305, 2.26356], [4.50665, -2.80807, 3.76130], [3.55548, -1.57858, 3.55721], [5.15854, -1.25708, 3.43229], [2.01305, -5.90638, -0.36382], [2.07755, -6.42079, 0.50297], [2.36910, -4.96121, -0.36489], [1.03935, -5.88853, -0.63157], [2.63768, -6.44227, -0.94926], [0.87950, -0.33683, 2.30810], [1.02076, 0.04995, 0.96030], [1.52523, -1.02828, -0.15472], [2.68544, -1.83250, -0.18499], [1.76094, 0.84539, 0.87354], [0.10851, 0.54447, 0.62662], [1.50388, -0.46452, -1.08735], [0.68122, -1.69783, -0.32045], [-5.07770, -9.71920, -2.87237], [-3.78421, -8.99332, -2.58864], [-3.94818, -7.57650, -2.74282], [-3.15825, -6.61333, -2.09839], [-2.11963, -6.87641, -1.47094], [-3.60250, -5.16555, -2.32758], [-4.68915, -5.10803, -3.02010], [-3.78298, -4.68582, -1.13068], [-2.64232, -4.50675, -2.96725], [-5.94857, -9.41400, -2.29226], [-5.07713, -10.80111, -2.73975], [-5.49856, -9.53094, -3.86006], [-3.02269, -9.26549, -3.31948], [-3.40117, -9.22388, -1.59455], [5.54303, 4.05257, 0.17508], [4.78967, 4.83887, -0.88777], [5.46617, 5.93043, -1.49790], [5.28357, 7.17210, -0.90776], [4.68514, 7.31609, 0.18926], [5.87334, 8.33203, -1.73684], [4.98221, 8.80946, -2.63821], [6.22054, 9.31699, -0.86847], [6.99178, 7.94632, -2.38802], [5.18451, 3.02327, 0.18598], [5.48022, 4.54476, 1.14561], [6.62559, 4.10441, 0.05903], [3.75239, 5.07432, -0.64959], [4.70676, 4.16003, -1.73654], [-1.75499, 2.44493, -3.51570], [-2.42104, 3.82911, -3.42858], [-1.69649, 4.70083, -2.53495], [-2.19729, 5.21917, -1.42196], [-3.42370, 5.08079, -1.09078], [-1.27845, 6.09443, -0.54530], [-1.25464, 5.63088, 0.67658], [-0.07496, 6.18263, -1.03881], [-1.79306, 7.34192, -0.37634], [-0.68749, 2.55237, -3.32334], [-1.90037, 1.77623, -4.36412], [-2.02351, 1.82462, -2.66059], [-3.44464, 3.75165, -3.06206], [-2.61551, 4.28278, -4.40041], [-5.03565, 2.40375, 2.99406], [-4.85781, 1.01217, 2.33325], [-6.03997, 0.35207, 2.36522], [-6.05582, -0.98781, 2.72786], [-5.26895, -1.51344, 3.52752], [-7.17911, -1.83257, 2.10982], [-8.04140, -2.20071, 3.12147], [-7.87836, -1.20629, 1.10453], [-6.61243, -2.96089, 1.66630], [-5.26381, 2.27659, 4.05230], [-5.80212, 3.01047, 2.51188], [-4.12379, 3.00088, 3.00121], [-3.94283, 0.61972, 2.77696], [-4.61789, 1.17748, 1.28292], [6.69709, -2.13382, -5.77558], [5.01549, -2.57411, -5.80172], [4.15016, -1.45019, -5.21590], [3.87512, -0.06942, -6.30359], [4.90696, -3.45360, -5.16704], [4.61633, -2.90857, -6.75928], [4.60589, -1.05609, -4.30756], [3.15362, -1.77779, -4.91979], [4.07710, 4.10369, 5.89396], [2.58101, 3.64567, 4.91698], [1.26555, 3.53563, 5.76052], [0.59414, 5.08809, 6.35760], [2.72996, 2.67973, 4.43442], [2.46993, 4.43892, 4.17770], [1.26998, 2.80977, 6.57367], [0.42336, 3.18200, 5.16574]],
  "forces_ev_per_a": [[0.67, 0.31, 0.52], [-0.40, 0.00, 0.65], [-0.04, -0.50, -0.28], [0.36, 0.65, -1.25], [-0.50, -0.05, -0.25], [-0.62, -0.38, 0.56], [-0.45, 0.33, -1.29], [0.83, -0.29, 0.31], [-1.08, 0.85, -0.55], [0.50, 0.02, 0.06], [0.34, -0.78, 0.09], [-0.02, 0.55, 0.91], [0.26, 1.37, 0.66], [-0.46, -0.15, -0.68], [-0.25, -0.23, -1.09], [0.23, -0.43, -0.27], [1.52, -1.38, 1.07], [-0.64, -0.62, -0.14], [-0.01, 0.29, 1.45], [0.64, 0.48, 0.16], [-0.55, -0.38, -0.69], [0.18, 0.80, -0.36], [-0.83, -0.41, 0.35], [-1.57, 0.25, -0.35], [0.72, -0.39, 0.13], [0.36, 3.11, 1.23], [2.20, -4.36, -0.18], [-2.81, 0.78, -1.41], [0.92, -1.77, -0.33], [-1.52, 0.44, -0.84], [-0.28, 1.32, 1.32], [0.28, 0.35, 0.05], [0.40, 0.40, 0.75], [0.73, 0.04, -0.01], [0.67, -0.01, -0.42], [0.05, -0.24, 0.07], [-0.01, 0.12, 0.04], [0.38, 1.34, 0.72], [-0.33, -1.72, -1.01], [0.15, 3.15, 0.83], [-2.26, -2.26, 3.38], [2.31, -0.10, -4.27], [0.61, 0.52, 0.29], [0.73, -0.40, 0.82], [-0.44, -0.65, -1.01], [-0.84, 0.27, 0.28], [0.08, 0.14, 0.18], [-0.67, -0.27, 0.26], [0.04, -0.40, -0.81], [0.24, 0.39, 0.46], [-0.06, -0.04, -0.13], [0.71, 0.01, 1.42], [-1.74, -0.95, -0.05], [1.45, 0.60, 0.34], [-6.33, -1.19, -0.15], [5.00, 0.61, -0.84], [-1.25, 1.04, -0.06], [0.46, -1.26, 1.04], [1.00, 0.11, -0.30], [0.14, -0.37, -1.06], [0.20, 0.18, -0.56], [-0.25, 0.78, -0.40], [-0.45, 0.13, 0.20], [0.09, -0.20, 0.42], [0.99, 0.47, 0.03], [0.05, -0.26, 0.14], [2.82, 3.94, -0.19], [-2.42, -4.82, 0.51], [2.39, 1.45, 2.00], [-1.91, 1.33, -2.37], [-1.39, -0.08, 0.25], [0.73, 0.69, -1.41], [1.13, -1.13, 1.65], [-0.45, 0.50, -0.35], [-0.34, -0.07, 0.01], [-0.10, -0.20, 0.05], [0.20, -0.24, -0.39], [-0.56, -1.06, 0.27], [0.06, -0.06, -0.15], [0.74, 0.11, -0.45], [-1.71, -0.05, 0.66], [-0.03, -0.16, 0.46], [0.21, -0.04, -0.21], [0.03, 0.11, 0.26], [0.54, 0.42, -0.33], [0.12, -0.01, -0.14], [0.10, -0.35, -0.22], [-1.09, -0.51, -0.50], [-0.89, 0.34, 1.10], [-0.05, 0.00, -0.49], [0.54, -0.06, 0.15], [0.27, 0.14, 0.06], [0.03, -0.20, 0.06], [0.68, 0.35, 0.23], [0.49, -0.10, -0.70]],
  "lowdin_charge": [0.3462, 0.1510, 0.1441, 0.1310, 0.1490, 0.3212, 0.1122, 0.1330, 0.1179, 0.1486, 0.3411, 0.1450, 0.1224, 0.1499, 0.1510, -0.4864, -0.4608, -0.4686, -0.4590, 0.0527, 0.0618, 0.0596, 0.0422, -0.0688, -0.2081, -0.0008, -0.2729, 0.0900, -0.6513, 0.2259, 0.2062, 0.1876, 0.0791, 0.0841, 0.0806, 0.1278, 0.1217, -0.0594, -0.2296, 0.0057, -0.2702, 0.1143, -0.4992, 0.1592, 0.1466, 0.1551, 0.0788, 0.0700, 0.0799, 0.1273, 0.1208, -0.0527, -0.1778, 0.0298, -0.2925, 0.0780, -0.5898, 0.1910, 0.2027, 0.1479, 0.0766, 0.0780, 0.0703, 0.1107, 0.1255, -0.0476, -0.2683, 0.0297, -0.2731, 0.1057, -0.4708, 0.1330, 0.1470, 0.1628, 0.0752, 0.0803, 0.0778, 0.1205, 0.1309, 0.5833, -0.7037, -0.6769, 0.5331, 0.0612, 0.0748, 0.0619, 0.0648, 0.4655, -0.5787, -0.6488, 0.5190, 0.0627, 0.0620, 0.0597, 0.0533]
}